{
  "formula": "C2H14O5",
  "method": "the ωB97M-V functional and the def2-TZVPD basis",
  "e_above_lowest_kcal_mol": 13.51,
  "e_homo_ev": -10.4,
  "multiplicity": 1,
  "e_lumo_ev": 0.76,
  "e_tot_ha": -460.78401,
  "smiles": "C=C.O.O.O.O.O",
  "species": ["C", "C", "H", "H", "H", "H", "H", "H", "O", "H", "H", "O", "H", "H", "O", "H", "H", "O", "H", "H", "O"],
  "positions_angstrom": [[-2.563064, -1.171469, -0.276215], [-3.644170, -0.916698, 0.454903], [-2.102911, -2.150841, -0.255602], [-2.237331, -0.526881, -1.082914], [-4.073781, -1.689370, 1.078007], [-4.135199, 0.041025, 0.364390], [2.073868, 1.090821, 2.801833], [0.958269, 0.795585, 1.785583], [1.683578, 0.367648, 2.289933], [-0.598441, 1.361233, 0.168399], [-1.343396, 0.214937, 0.872477], [-0.646816, 0.871681, 1.013765], [3.563207, -1.600104, 0.772323], [2.488683, -0.456652, 1.069304], [2.953323, -0.975201, 0.369880], [2.512355, -0.013697, -1.186714], [2.311987, -0.515229, -2.617598], [2.341605, 0.292722, -2.097243], [-0.035644, 2.415826, -1.889467], [0.650579, 1.071583, -1.997546], [-0.156694, 1.493081, -1.637494]],
  "forces_ev_per_angstrom": [[-0.69, -0.59, -0.52], [0.44, -0.06, -0.48], [0.13, -0.01, 0.14], [0.23, 0.34, 0.29], [0.04, 0.22, 0.30], [-0.22, 0.00, 0.13], [0.03, -0.34, -0.12], [-0.33, -0.51, 0.19], [0.07, 0.79, 0.16], [0.12, -0.44, 0.08], [0.18, 0.06, 0.17], [-0.13, 0.52, -0.16], [-0.18, 0.23, 0.10], [0.43, -0.43, 0.19], [-0.16, 0.15, -0.38], [0.22, -0.20, -0.09], [0.06, -0.03, 0.02], [-0.25, 0.11, -0.01], [-0.19, -0.01, 0.00], [0.08, -0.22, 0.35], [0.11, 0.42, -0.37]]
}



{
  "formula": "C26H40Cl16N6O6",
  "method": "the ωB97M-V functional and the def2-TZVPD basis",
  "e_homo_ev": -9.2,
  "multiplicity": 1,
  "e_lumo_ev": -0.14,
  "e_tot_ha": -9157.44468,
  "species": ["N", "C", "C", "C", "C", "C", "H", "H", "H", "H", "H", "N", "C", "C", "C", "C", "C", "H", "H", "H", "H", "H", "N", "C", "C", "C", "C", "C", "H", "H", "H", "H", "H", "C", "N", "O", "O", "H", "H", "H", "C", "N", "O", "O", "H", "H", "H", "C", "N", "O", "O", "H", "H", "H", "C", "Cl", "Cl", "H", "H", "C", "Cl", "Cl", "H", "H", "C", "Cl", "Cl", "H", "H", "C", "Cl", "Cl", "H", "H", "C", "Cl", "Cl", "H", "H", "C", "Cl", "Cl", "H", "H", "C", "Cl", "Cl", "H", "H", "C", "Cl", "Cl", "H", "H"],
  "positions_angstrom": [[22.487717, 27.413396, -17.223361], [21.644015, 27.985128, -16.363468], [20.374650, 28.407462, -16.696280], [19.966256, 28.296931, -18.016185], [20.854830, 27.764609, -18.930530], [22.087351, 27.336975, -18.483331], [22.033875, 28.113867, -15.357664], [19.727907, 28.805145, -15.925775], [18.929532, 28.513171, -18.245395], [20.609454, 27.634800, -19.978074], [22.761298, 26.802012, -19.144514], [14.639418, 27.588109, -12.922806], [14.884831, 26.641898, -13.805052], [14.229993, 26.533560, -15.033673], [13.168864, 27.377454, -15.283762], [12.936310, 28.397763, -14.380561], [13.660165, 28.432479, -13.204634], [15.669975, 25.920275, -13.587477], [14.510121, 25.784546, -15.758106], [12.617710, 27.292555, -16.213436], [12.110247, 29.082563, -14.537391], [13.407232, 29.179299, -12.461476], [14.497963, 26.121449, -18.880808], [15.023803, 24.988287, -18.457981], [16.388867, 24.785962, -18.349984], [17.251356, 25.787586, -18.775840], [16.697903, 26.996816, -19.154203], [15.315903, 27.112996, -19.182767], [14.314926, 24.235950, -18.134104], [16.815066, 23.839326, -18.035338], [18.323946, 25.633922, -18.748090], [17.323669, 27.782970, -19.555958], [14.896193, 28.072860, -19.472092], [10.836901, 22.163182, -16.968790], [11.997221, 22.922261, -16.415048], [12.455752, 22.549861, -15.370391], [12.382679, 23.895524, -17.021737], [11.113275, 21.134325, -17.154921], [10.523994, 22.659202, -17.879324], [10.047907, 22.259031, -16.226405], [14.621452, 21.394386, -16.407510], [15.112939, 22.295618, -15.346963], [15.509022, 23.382223, -15.681893], [15.138603, 21.870238, -14.233215], [14.235521, 22.016311, -17.202280], [13.921284, 20.693011, -15.981907], [15.500623, 20.845251, -16.745622], [18.496956, 22.161169, -19.715792], [18.066268, 21.156984, -18.705796], [16.916795, 21.161853, -18.390961], [18.886788, 20.410016, -18.261746], [17.888009, 23.036902, -19.534284], [18.421282, 21.703592, -20.688996], [19.536894, 22.393555, -19.510353], [12.790452, 21.281492, -20.748630], [12.325481, 22.176565, -22.200238], [13.823688, 22.283173, -19.715309], [11.867347, 21.061912, -20.230714], [13.344391, 20.395814, -21.020502], [12.822595, 28.821081, -21.994707], [12.830669, 29.752346, -23.509109], [11.453271, 29.265784, -20.976137], [12.785838, 27.771218, -22.255110], [13.740874, 29.052759, -21.468357], [17.059623, 28.724338, -23.717543], [16.353004, 30.287253, -24.144690], [16.219566, 28.070445, -22.315975], [16.971913, 28.013980, -24.530093], [18.105042, 28.896414, -23.497459], [11.536143, 25.726901, -19.873254], [11.145770, 25.511267, -21.580488], [10.094713, 26.193603, -18.934317], [11.940169, 24.797203, -19.494787], [12.259150, 26.514119, -19.720386], [16.213723, 24.497006, -22.201692], [16.449435, 22.750354, -22.488164], [14.759283, 25.136337, -22.943093], [16.195113, 24.675347, -21.132355], [17.078656, 24.971047, -22.649349], [16.206603, 31.641648, -19.466231], [15.027304, 31.850050, -20.746569], [17.505246, 30.505684, -19.956098], [16.682744, 32.583519, -19.246687], [15.714356, 31.194727, -18.616630], [12.434348, 31.302162, -17.888713], [13.472316, 29.903786, -18.134301], [13.382159, 32.764429, -17.653505], [11.797206, 31.454887, -18.755280], [11.772760, 31.097097, -17.054126], [20.015434, 24.825977, -22.918332], [19.876813, 24.657916, -21.156037], [19.672045, 26.478990, -23.426129], [21.025928, 24.567846, -23.201692], [19.314885, 24.133404, -23.368183]],
  "forces_ev_per_angstrom": [[0.01, 0.31, 0.21], [0.60, 0.00, 0.23], [-0.08, 0.16, 0.04], [-0.38, -0.32, 0.44], [-0.29, 0.06, -0.46], [0.28, -0.66, 0.02], [-0.18, -0.12, 0.02], [-0.06, 0.02, -0.07], [0.20, 0.27, -0.29], [-0.13, 0.05, 0.05], [0.04, 0.22, -0.17], [-0.03, -0.12, 0.73], [0.54, -0.48, -1.06], [-0.18, -0.27, 0.32], [0.55, 0.36, -0.53], [-0.90, -0.19, 0.12], [-0.26, 0.49, -0.16], [-0.02, 0.18, 0.16], [0.04, -0.24, 0.13], [-0.07, 0.04, 0.06], [0.12, 0.09, 0.05], [0.21, 0.07, 0.09], [-0.69, 0.52, 0.10], [0.16, -0.45, 0.51], [0.65, -0.29, -0.44], [-0.26, -0.04, 0.49], [0.30, -0.14, -0.57], [0.66, 0.45, -0.20], [0.16, 0.03, -0.04], [-0.44, 0.07, 0.28], [-0.01, 0.09, -0.05], [-0.14, 0.13, 0.26], [-0.22, -0.15, -0.11], [-0.29, 0.59, -0.12], [-0.60, 0.19, -0.29], [-0.07, -0.36, 0.80], [0.05, 0.26, -0.42], [0.16, -0.13, 0.23], [0.08, 0.04, -0.11], [0.05, -0.28, 0.04], [0.61, -0.37, -0.20], [-0.17, -0.45, -0.51], [0.33, 0.99, -0.43], [0.03, -0.51, 1.39], [-0.02, -0.17, -0.05], [-0.21, 0.06, 0.10], [-0.10, 0.14, -0.09], [0.64, 0.13, 0.75], [1.03, 0.51, -0.67], [-2.07, 0.13, 0.34], [1.08, -0.85, 0.34], [-0.20, -0.06, -0.58], [-0.33, 0.10, -0.24], [0.04, -0.15, 0.02], [-0.13, 0.43, -0.24], [0.08, -0.18, -0.11], [-0.11, -0.15, -0.13], [0.07, -0.16, 0.21], [0.01, -0.11, -0.07], [0.26, 0.29, -0.25], [-0.03, -0.10, 0.11], [-0.10, -0.17, 0.02], [-0.22, -0.09, 0.09], [-0.03, 0.09, 0.07], [-0.04, 0.35, -0.10], [0.14, -0.03, -0.29], [0.26, -0.19, 0.19], [-0.20, 0.09, -0.13], [0.02, -0.04, 0.27], [-0.19, 0.15, 0.24], [0.05, 0.14, -0.08], [0.08, -0.21, 0.01], [-0.12, -0.09, 0.11], [0.09, 0.05, -0.27], [0.40, -0.05, -0.05], [-0.19, 0.06, -0.03], [-0.19, -0.26, -0.02], [-0.13, -0.06, 0.04], [-0.07, 0.24, 0.02], [0.33, -0.47, -0.20], [-0.11, 0.05, -0.20], [-0.06, 0.21, 0.06], [-0.04, 0.17, 0.07], [-0.03, 0.12, 0.15], [-0.56, -0.01, -0.32], [-0.03, -0.29, 0.10], [-0.07, 0.20, 0.29], [0.28, -0.13, -0.22], [0.33, 0.16, 0.31], [0.04, -0.15, 0.21], [0.06, 0.08, -0.12], [-0.03, -0.07, -0.11], [0.12, 0.09, 0.00], [-0.16, 0.10, -0.08]]
}



{
  "formula": "C4H4N2O",
  "method": "the ωB97M-V functional and the def2-TZVPD basis",
  "e_above_lowest_kcal_mol": 46.62,
  "e_homo_ev": -10.6,
  "multiplicity": 1,
  "e_lumo_ev": 0.58,
  "e_tot_ha": -339.50737,
  "smiles": "N#C[C@H]1CN1C=O",
  "species": ["C", "C", "C", "C", "H", "H", "H", "H", "N", "N", "O"],
  "positions_angstrom": [[-1.195826, -1.150719, -0.094230], [-0.278871, 1.231250, -0.347625], [0.594425, 0.475403, 0.590522], [1.638315, -0.454329, 0.089502], [-2.046257, -1.011440, -0.756301], [-0.001726, 1.127712, -1.380390], [-0.529481, 2.228060, -0.012823], [0.790168, 0.828652, 1.600726], [-0.778685, 0.089273, 0.328675], [2.495560, -1.173034, -0.207708], [-0.687618, -2.190829, 0.189657]],
  "forces_ev_per_angstrom": [[0.01, 0.66, -1.01], [0.78, 0.36, -0.43], [0.51, -1.65, 0.31], [0.44, 0.04, 0.10], [-0.60, -0.38, -0.25], [-0.11, 0.07, -0.43], [-0.60, -0.07, -0.06], [0.02, 0.11, -0.28], [0.44, 0.39, 1.44], [-0.95, 0.86, 0.19], [0.05, -0.38, 0.43]]
}